195
Properties=species:S:1:pos:R:3:lowdin_charge:R:1 method="wB97M-V/def2-TZVPD" max_force_ha_per_bohr=0.0560 e_tot_ev=-139677.481 spin_multiplicity=2 total_charge=+1
Cu -2.084 0.616 -4.869 0.538
C -1.587 -0.783 -0.705 -0.033
C -1.519 0.522 -1.490 -0.463
C -0.767 1.661 -0.724 -0.014
O -1.100 0.419 -2.841 -0.058
H -0.578 -1.196 -0.682 0.061
H -2.207 -1.569 -1.136 0.078
H -1.821 -0.542 0.332 0.077
H -2.580 0.768 -1.466 0.112
H -0.945 2.572 -1.296 0.056
H 0.298 1.433 -0.669 0.063
H -1.139 1.827 0.287 0.068
C 0.255 -3.904 -1.980 -0.109
O 1.396 -4.730 -2.253 -0.173
C 2.598 -4.097 -1.914 -0.218
C 3.737 -5.173 -2.054 -0.201
N 3.631 -6.168 -1.041 -0.081
C 4.517 -7.288 -1.202 -0.194
C 4.021 -8.316 -0.175 -0.254
O 2.780 -8.830 -0.542 -0.190
C 2.298 -9.826 0.413 -0.077
H 0.199 -3.420 -1.005 0.058
H -0.663 -4.471 -2.136 0.089
H 0.162 -3.113 -2.724 0.062
H 2.578 -3.647 -0.921 0.100
H 2.793 -3.374 -2.706 0.105
H 4.732 -4.728 -2.062 0.121
H 3.582 -5.545 -3.067 0.114
H 2.697 -6.547 -0.981 0.100
H 5.538 -7.007 -0.942 0.123
H 4.425 -7.622 -2.235 0.122
H 4.024 -7.887 0.827 0.126
H 4.720 -9.152 -0.188 0.117
H 3.066 -10.542 0.706 0.082
H 1.473 -10.416 0.013 0.092
H 2.043 -9.343 1.356 0.066
C 1.170 5.974 -1.841 -0.082
O 2.394 5.208 -2.017 -0.193
C 2.483 4.032 -1.247 -0.215
C 3.882 3.350 -1.411 -0.182
N 5.018 4.196 -1.054 -0.019
C 5.124 4.133 0.393 -0.241
C 5.976 5.276 0.942 -0.192
O 5.583 6.542 0.414 -0.189
C 4.282 7.015 0.708 -0.093
H 1.090 6.424 -0.851 0.082
H 0.321 5.305 -1.981 0.038
H 0.928 6.777 -2.537 0.091
H 1.694 3.372 -1.606 0.094
H 2.242 4.219 -0.200 0.109
H 4.002 3.143 -2.474 0.113
H 3.874 2.399 -0.878 0.104
H 4.693 5.133 -1.245 0.088
H 5.591 3.195 0.690 0.124
H 4.183 4.171 0.942 0.078
H 7.029 5.178 0.678 0.124
H 5.983 5.257 2.031 0.105
H 3.472 6.336 0.442 0.064
H 4.173 7.956 0.169 0.096
H 4.188 7.164 1.783 0.086
C -3.778 2.996 -3.390 -0.060
O -3.837 1.744 -4.064 -0.235
C -5.002 0.970 -3.768 -0.161
C -4.925 -0.293 -4.664 -0.171
N -3.670 -0.995 -4.429 -0.049
C -3.442 -2.055 -5.424 -0.154
C -1.960 -2.469 -5.568 -0.183
O -1.135 -1.336 -5.509 -0.242
C 0.242 -1.620 -5.818 -0.035
H -3.341 2.899 -2.396 0.069
H -4.729 3.527 -3.361 0.100
H -3.003 3.566 -3.902 0.088
H -5.965 1.481 -3.778 0.136
H -4.916 0.671 -2.724 0.111
H -5.219 0.038 -5.660 0.136
H -5.679 -0.974 -4.269 0.107
H -3.897 -1.526 -3.600 0.090
H -3.753 -1.674 -6.396 0.121
H -4.110 -2.912 -5.336 0.124
H -1.739 -2.999 -6.495 0.131
H -1.670 -3.141 -4.759 0.123
H 0.725 -2.175 -5.014 0.088
H 0.688 -0.631 -5.925 0.085
H 0.406 -2.200 -6.726 0.099
C -4.522 -3.528 3.358 -0.073
O -3.540 -3.964 2.387 -0.202
C -2.440 -3.062 2.286 -0.211
C -1.446 -3.605 1.267 -0.217
N -0.916 -4.858 1.712 -0.077
C -0.296 -5.738 0.800 -0.196
C -0.021 -6.994 1.684 -0.185
O -1.214 -7.582 2.278 -0.195
C -0.804 -8.620 3.211 -0.084
H -4.123 -3.439 4.368 0.089
H -5.405 -4.167 3.330 0.091
H -4.826 -2.531 3.039 0.069
H -2.007 -2.840 3.262 0.121
H -2.836 -2.133 1.876 0.094
H -0.593 -2.941 1.129 0.092
H -1.944 -3.710 0.303 0.100
H -1.662 -5.384 2.145 0.102
H 0.644 -5.270 0.507 0.110
H -0.894 -5.920 -0.093 0.118
H 0.744 -6.739 2.418 0.121
H 0.390 -7.759 1.026 0.097
H -1.734 -9.107 3.506 0.086
H -0.257 -8.216 4.062 0.091
H -0.288 -9.424 2.685 0.074
C 1.720 6.802 8.863 -0.116
O 2.667 6.091 8.089 -0.178
C 2.501 6.317 6.706 -0.217
C 3.381 5.282 5.964 -0.202
N 2.711 4.059 5.594 -0.067
C 3.465 2.938 5.037 -0.187
C 3.994 3.189 3.593 -0.164
O 3.000 3.145 2.526 -0.227
C 2.228 1.948 2.451 -0.092
H 0.689 6.681 8.529 0.082
H 1.857 7.880 8.783 0.083
H 1.806 6.503 9.907 0.090
H 2.757 7.339 6.427 0.118
H 1.468 6.248 6.364 0.118
H 4.310 5.014 6.467 0.119
H 3.745 5.787 5.069 0.100
H 1.971 3.880 6.258 0.112
H 2.851 2.038 5.067 0.102
H 4.281 2.557 5.650 0.110
H 4.777 2.507 3.262 0.116
H 4.504 4.149 3.513 0.097
H 2.863 1.074 2.304 0.072
H 1.497 2.086 1.654 0.076
H 1.628 1.741 3.337 0.063
C -1.679 0.419 3.551 -0.085
C -1.330 1.603 4.448 -0.333
O -2.536 1.994 4.965 -0.066
H -2.408 0.658 2.776 0.047
H -2.058 -0.481 4.035 0.073
H -0.722 0.177 3.089 0.056
H -0.862 2.400 3.870 0.109
H -0.706 1.273 5.279 0.122
H -3.120 2.235 4.242 0.077
C -5.072 1.024 1.436 -0.061
C -4.374 2.003 0.491 -0.344
O -4.972 3.232 0.651 -0.050
H -6.155 1.116 1.511 0.082
H -4.830 1.218 2.481 0.065
H -4.864 -0.020 1.204 0.047
H -4.382 1.639 -0.536 0.084
H -3.320 2.065 0.764 0.086
H -4.599 3.829 -0.002 0.024
C -2.227 5.213 -0.667 -0.055
C -3.493 6.012 -0.947 -0.310
O -4.439 5.090 -1.282 -0.097
H -1.477 5.926 -0.323 0.081
H -1.850 4.728 -1.567 0.047
H -2.397 4.429 0.071 0.076
H -3.398 6.715 -1.775 0.122
H -3.857 6.539 -0.065 0.125
H -5.250 5.564 -1.480 0.120
C 2.346 -1.757 1.582 -0.075
C 1.982 -2.473 2.883 -0.333
O 1.523 -1.519 3.787 -0.076
H 1.425 -1.335 1.180 0.063
H 2.799 -2.513 0.941 0.061
H 3.125 -1.058 1.887 0.068
H 2.838 -3.029 3.266 0.120
H 1.122 -3.104 2.661 0.090
H 1.425 -1.997 4.613 0.090
C -0.005 3.969 -4.520 -0.070
C -0.397 3.190 -5.782 -0.285
O -0.246 1.859 -5.469 -0.087
H -0.131 5.048 -4.606 0.082
H 1.048 3.932 -4.239 0.080
H -0.528 3.687 -3.605 0.053
H 0.279 3.398 -6.612 0.128
H -1.415 3.498 -6.019 0.118
H 0.704 1.734 -5.406 0.110
C -5.058 -2.615 -0.359 -0.041
C -5.888 -3.152 -1.569 -0.298
O -5.300 -2.883 -2.793 -0.098
H -4.819 -1.562 -0.508 0.051
H -4.185 -3.268 -0.331 0.064
H -5.573 -2.661 0.600 0.075
H -6.912 -2.781 -1.619 0.114
H -6.000 -4.236 -1.557 0.115
H -6.011 -2.958 -3.433 0.090
C 3.779 -0.563 -2.225 -0.077
C 2.323 -0.420 -2.021 -0.341
O 1.861 0.629 -2.849 -0.077
H 4.191 0.408 -1.950 0.065
H 4.077 -0.756 -3.256 0.088
H 4.190 -1.301 -1.537 0.080
H 2.175 -0.152 -0.975 0.099
H 1.804 -1.335 -2.305 0.089
H 0.907 0.522 -2.842 0.023